# 1
Formula: C12H19B2F3IN3O5
Source: the Open Molecules 2025 dataset
Level of theory: ωB97M-V/def2-TZVPD

The LUMO energy is -0.67 eV. The multiplicity is 1. Its relative energy (zero: lowest compared OMol25 entry of this formula, charge and spin) is 0.00 kcal per mole. As for the HOMO-LUMO gap: 0.32100 Ha.

```
45
C12H19B2F3IN3O5, DFT ωB97M-V/def2-TZVPD
I -1.037 -1.174 -4.872
F -1.065 1.123 5.240
F -0.373 -3.252 -2.249
F -1.740 -0.809 4.231
O 0.378 -3.510 0.325
O 0.419 -0.728 5.209
O 1.966 0.233 2.260
O 2.552 -1.257 4.715
O -0.032 0.465 3.216
N 2.381 -2.235 0.847
N 0.919 -1.615 -1.150
N 0.725 0.003 -2.604
C -2.828 0.160 1.092
C 1.287 -0.340 -1.448
C 2.157 0.478 -0.596
C -2.656 0.628 -0.350
C 0.142 2.411 -2.391
C 1.194 0.050 3.183
C 0.018 -1.069 -3.120
C 0.145 -2.053 -2.190
C -1.275 1.998 -1.958
C -1.423 1.503 -0.522
C 0.824 1.329 -3.224
C 1.502 -0.729 4.471
B -0.679 0.022 4.515
B 1.240 -2.473 0.063
H -0.569 0.921 -0.180
H -3.508 -0.683 1.160
H -1.490 2.361 0.144
H 1.612 0.789 0.291
H -2.543 -0.257 -0.980
H -1.905 2.877 -2.061
H 0.321 1.298 -4.181
H 0.055 3.272 -3.049
H -1.667 1.269 -2.668
H 3.013 -0.122 -0.311
H 1.871 1.545 -3.409
H -3.542 1.156 -0.697
H 2.522 1.359 -1.105
H 2.491 -1.285 1.214
H -3.171 0.950 1.751
H -1.872 -0.185 1.480
H 2.363 -2.841 1.660
H 0.759 2.722 -1.555
H 0.518 -4.303 -0.198
```

Atom charges from the Mulliken analysis, given in e for atoms 1 to 2:
1. I 0.247
2. F -0.307

***

# 2
Formula: C12H19BClN2O6
Source: the Open Molecules 2025 dataset
Level of theory: ωB97M-V/def2-TZVPD

The total charge is +1. The LUMO energy is -5.27 eV. The multiplicity is 1. Its relative energy (zero: lowest compared OMol25 entry of this formula, charge and spin) is 129.71 kcal per mole. As for the HOMO-LUMO gap: 0.28769 Ha.

```
41
C12H19BClN2O6, DFT ωB97M-V/def2-TZVPD
Cl 0.869 -0.042 2.993
O -3.683 -0.043 -3.641
O 5.084 0.691 1.727
O -2.627 -1.598 1.578
O 4.176 1.953 0.208
O -3.469 1.228 -1.742
O -2.524 0.853 1.084
N 5.132 1.532 0.845
N 0.795 -2.233 -1.496
C 0.550 -2.197 1.083
C -0.766 -1.087 -3.193
C 1.883 0.080 0.422
C -4.633 2.283 1.475
C 0.474 -1.945 -2.875
C -3.963 0.802 1.370
C -0.001 -1.777 -0.358
C -3.000 0.286 -2.407
C 6.471 2.091 0.520
C -1.313 -0.928 -0.589
C -1.700 -0.561 -2.053
C 1.551 -0.994 1.565
B -2.166 -0.502 0.728
H -4.208 0.294 2.380
H -5.050 2.542 0.446
H -3.907 3.050 1.905
H 1.647 -2.797 -1.303
H 6.361 2.823 -0.278
H 2.394 -0.379 -0.510
H -0.261 -2.350 1.869
H 0.991 0.756 0.140
H 2.682 0.808 0.862
H 2.541 -1.523 1.831
H -3.170 0.405 -4.360
H -4.455 0.259 0.481
H 1.160 -2.372 -3.676
H -0.983 -0.845 -4.285
H 1.094 -3.202 0.964
H -2.387 -1.324 2.499
H 6.859 2.560 1.424
H 7.103 1.263 0.201
H -5.549 2.142 2.167
```

Atom charges from the Mulliken analysis, given in e for atoms 1 to 2:
1. Cl -0.159
2. O -0.448

***

# 3
Formula: C12H19BeF9NO14S4
Source: the Open Molecules 2025 dataset
Level of theory: ωB97M-V/def2-TZVPD

The total charge is -3. The LUMO energy is 5.45 eV. The multiplicity is 1. As for the HOMO-LUMO gap: 0.17120 Ha.

```
60
C12H19BeF9NO14S4, DFT ωB97M-V/def2-TZVPD
S -4.498 0.979 0.390
S -1.046 2.935 2.899
S -2.479 -1.219 3.194
S 1.742 -0.068 2.001
F 3.751 -1.707 2.910
F 0.846 4.835 2.553
F -2.228 -3.713 4.091
F -0.948 5.151 1.322
F 3.330 -1.914 0.744
F -4.193 -3.472 3.306
F -2.525 -3.603 1.908
F -1.008 5.578 3.432
F 1.963 -2.695 2.185
O -2.387 3.192 3.365
O 0.720 -0.274 0.945
O -1.926 -0.878 1.877
O -5.474 0.709 1.434
O -1.438 -1.183 4.208
O -1.023 0.201 -2.360
O -0.911 2.115 1.660
O -4.953 1.904 -0.630
O -3.769 -0.208 -0.125
O 1.211 -0.108 3.331
O -3.359 1.633 1.127
O -0.133 2.485 3.932
O -3.660 -0.507 3.617
O 2.680 1.020 1.728
N 0.224 -0.087 -1.769
C 1.259 0.883 -2.199
C 2.983 -0.912 -1.727
C 1.853 -1.852 -1.350
C -0.471 4.739 2.514
C 0.849 2.244 -1.584
C 2.795 -1.665 1.967
C 2.578 0.541 -1.511
C -0.533 -2.392 -1.168
C -2.912 -3.117 3.081
C 0.498 -1.533 -1.970
C 0.560 -2.025 -3.409
C 1.456 1.119 -3.721
Be -1.595 0.537 0.084
H 1.862 2.128 -3.778
H 1.311 -1.457 -3.966
H 3.254 -1.067 -2.779
H 2.224 -2.855 -1.583
H 3.398 1.183 -1.850
H -0.532 -2.130 -0.110
H -0.913 0.068 -3.315
H -0.314 -1.875 -4.055
H -1.528 -2.220 -1.588
H 3.857 -1.097 -1.100
H 2.042 0.383 -4.269
H -0.361 -3.462 -1.297
H 2.532 0.770 -0.443
H 0.810 -3.081 -3.496
H 0.023 2.688 -2.143
H 0.484 2.080 -0.565
H 1.693 2.921 -1.458
H 1.844 -1.831 -0.260
H 0.486 1.186 -4.226
```

Atom charges from the Mulliken analysis, given in e for atoms 1 to 2:
1. S 1.071
2. S 1.126

***

# 4
Formula: C12H19Cl3O3Sn
Source: the Open Molecules 2025 dataset
Level of theory: ωB97M-V/def2-TZVPD

The total charge is -2. The LUMO energy (alpha / beta) is 5.17 / 4.64 eV. The multiplicity is 1. Its relative energy (zero: lowest compared OMol25 entry of this formula, charge and spin) is 53.81 kcal per mole. As for the HOMO-LUMO gap (alpha / beta): 0.24387 / 0.18580 Ha.

```
38
C12H19Cl3O3Sn, DFT ωB97M-V/def2-TZVPD
Sn -1.122 -0.986 1.436
Cl -2.242 0.954 0.301
Cl -0.131 -2.476 3.154
Cl 1.264 1.687 2.905
O -4.092 -2.201 1.831
O -3.392 -1.255 3.642
O -0.773 -2.119 -0.053
C -3.179 -1.565 2.367
C -4.449 -1.821 4.469
C 1.219 -0.404 -1.779
C 0.338 0.668 -2.088
C 1.190 -1.735 -2.437
C -0.813 0.627 -3.069
C 3.231 -0.724 -0.207
C 0.129 3.157 -1.387
C 2.712 2.372 0.206
C 2.158 0.078 -0.825
C 0.761 1.814 -1.345
C 1.911 1.451 -0.612
H -0.508 1.064 -4.044
H 3.481 2.876 -0.370
H 3.027 -1.776 -0.307
H -0.030 -2.814 0.327
H 2.073 3.093 0.687
H 1.731 -2.459 -1.820
H -1.665 1.209 -2.668
H -5.398 -1.343 4.070
H -0.850 3.120 -1.885
H 0.769 3.875 -1.921
H -1.124 -0.421 -3.229
H -4.257 -1.592 5.554
H 4.190 -0.518 -0.660
H 3.281 -0.472 0.840
H 0.160 -2.083 -2.586
H -4.437 -2.928 4.255
H 3.150 1.831 1.025
H 1.690 -1.693 -3.423
H -0.002 3.510 -0.356
```

Atom charges from the Mulliken analysis, given in e for atoms 1 to 2:
1. Sn 0.971
2. Cl -0.543

***

# 5
Formula: C12H19ClIInN4O
Source: the Open Molecules 2025 dataset
Level of theory: ωB97M-V/def2-TZVPD

The total charge is -2. The LUMO energy (alpha / beta) is 4.07 / 4.06 eV. The multiplicity is 1. As for the HOMO-LUMO gap (alpha / beta): 0.05975 / 0.05955 Ha.

```
39
C12H19ClIInN4O, DFT ωB97M-V/def2-TZVPD
I -0.183 1.006 -4.322
In -0.272 -0.188 0.533
Cl -0.952 -1.063 2.537
O -3.770 -0.906 -0.170
N 1.882 -1.939 -0.755
N -0.924 2.876 0.744
N 0.092 -3.145 -0.609
N 0.923 2.377 1.710
C 2.194 -3.178 -1.305
C -1.534 0.160 -3.155
C 0.734 3.749 1.869
C -1.263 -3.614 -0.316
C -2.205 2.781 0.029
C -0.042 1.854 0.911
C 2.007 1.615 2.328
C 1.074 -3.946 -1.233
C 2.805 -0.846 -0.582
C -3.722 -0.972 1.052
C 0.550 -1.864 -0.429
C -0.397 4.044 1.270
H 3.109 -0.699 0.476
H -2.199 -0.162 -3.956
H -2.027 0.799 -2.434
H 2.345 0.104 -0.904
H -2.044 2.791 -1.062
H -1.251 -4.708 -0.306
H 2.818 2.314 2.577
H 3.160 -3.386 -1.710
H -1.190 -0.636 -2.522
H -1.612 -3.255 0.654
H -1.968 -3.275 -1.084
H 0.848 -4.934 -1.558
H 1.694 1.092 3.246
H -2.738 1.863 0.292
H 3.710 -1.041 -1.174
H -2.814 3.650 0.309
H 2.398 0.848 1.637
H 1.479 4.344 2.367
H -0.919 5.003 1.109
```

Atom charges from the Mulliken analysis, given in e for atoms 1 to 2:
1. I 0.671
2. In -6.657

***

# 6
Formula: C12H19CoI2N2O4
Source: the Open Molecules 2025 dataset
Level of theory: ωB97M-V/def2-TZVPD

The total charge is +2. The LUMO energy is -7.89 eV. The multiplicity is 1. Its relative energy (zero: lowest compared OMol25 entry of this formula, charge and spin) is 0.94 kcal per mole. As for the HOMO-LUMO gap: 0.26649 Ha.

```
40
C12H19CoI2N2O4, DFT ωB97M-V/def2-TZVPD
I -2.867 1.750 0.877
I -1.239 1.605 4.073
Co -0.746 0.230 0.172
O 0.223 1.857 0.439
O -1.597 -1.227 0.960
O -1.952 0.222 -1.443
O 0.315 -0.496 1.537
N 0.424 -0.782 -0.993
N 2.156 1.830 -0.691
C -0.601 -1.352 1.771
C 2.081 2.820 1.548
C 1.450 2.138 0.385
C 1.050 -2.958 -1.776
C -2.615 2.581 2.825
C 0.272 -2.121 -1.005
C 2.034 -2.406 -2.572
C -2.837 -0.896 -1.771
C 2.178 -1.030 -2.582
C -0.532 -2.386 2.818
C 1.500 1.266 -1.863
C 1.364 -0.234 -1.796
H 0.156 -3.169 2.487
H -0.512 -2.525 -0.389
H 2.667 -3.031 -3.189
H -2.374 -1.510 -2.540
H 3.047 3.256 1.304
H -2.303 3.606 2.679
H -1.514 -2.818 2.990
H 0.877 -4.025 -1.744
H 3.151 1.991 -0.693
H 2.060 1.554 -2.748
H -2.988 -1.460 -0.859
H -3.785 -0.494 -2.117
H -1.859 0.807 -2.203
H 2.200 2.082 2.343
H 2.917 -0.559 -3.215
H -3.597 2.518 3.278
H -0.129 -1.956 3.733
H 1.403 3.590 1.910
H 0.520 1.734 -1.940
```

Atom charges from the Mulliken analysis, given in e for atoms 1 to 2:
1. I 0.340
2. I 0.136

***

| no. | DFT total energy (eV) |
| --- | --- |
| 1 | -45074.7337 |
| 2 | -41204.1082 |
| 3 | -111103.1397 |
| 4 | -62294.6054 |
| 5 | -46548.8935 |
| 6 | -77736.2575 |